# 1
{
  "formula": "C27H35KN6O8",
  "method": "wB97M-V/def2-TZVPD",
  "multiplicity": 1,
  "total_charge": -2,
  "orbital_gap_ev": 7.168,
  "e_homo_ha": -0.1143,
  "molar_mass_g_mol": 610.71,
  "e_lumo_ev": 4.0573,
  "energy_ha": -2580.42588,
  "species": ["H", "C", "H", "H", "H", "C", "H", "C", "H", "K", "C", "H", "H", "H", "C", "N", "H", "H", "C", "C", "H", "H", "O", "H", "C", "N", "H", "H", "O", "O", "C", "C", "H", "H", "O", "H", "C", "H", "N", "O", "C", "C", "C", "C", "H", "H", "O", "C", "H", "C", "N", "C", "N", "C", "H", "N", "C", "C", "H", "C", "H", "H", "C", "H", "O", "H", "H", "H", "C", "C", "C", "O", "H", "H", "H", "H", "C"],
  "coordinates": [[-1.783, -0.675, -4.650], [-2.844, 1.248, -1.389], [-2.192, 2.112, -1.495], [2.465, 4.451, 1.869], [-4.401, -0.648, -3.353], [-0.052, -0.905, 4.367], [-1.862, 0.144, 3.745], [1.916, 3.530, 1.648], [2.571, 2.673, 1.799], [-0.028, 0.043, -0.530], [-3.203, -0.866, -1.547], [5.511, 0.797, -1.322], [2.442, 1.799, -0.096], [-1.365, -2.391, 3.488], [-3.436, -0.658, -0.032], [2.616, -1.238, -3.089], [-4.928, 1.807, -1.803], [-5.353, -0.573, -1.862], [-0.635, -2.314, 4.297], [-2.308, 1.455, 1.187], [-2.893, -1.867, -1.839], [-0.680, -4.347, -6.562], [-3.258, -2.495, 1.449], [1.733, -1.581, 5.390], [3.728, -0.637, -2.670], [2.943, -1.118, -0.374], [-1.738, -0.164, 5.489], [-3.907, 1.640, -3.241], [-1.356, -1.425, 0.937], [4.648, -0.155, -3.336], [3.092, -1.032, 0.946], [-0.439, -3.470, -5.972], [0.161, -3.040, 4.110], [0.462, -0.965, 6.475], [-2.171, 0.075, -1.888], [0.181, 1.160, 2.481], [-4.405, -0.293, -2.322], [-0.003, 4.217, -1.032], [1.019, 0.624, 2.731], [-2.853, 1.510, 2.299], [4.090, -0.282, 1.557], [3.816, -0.471, -1.150], [0.342, 4.432, -0.024], [-2.607, -1.610, 0.874], [1.074, 3.443, 2.341], [-0.785, 1.117, 4.734], [-1.142, 1.858, 0.888], [1.111, -2.140, -4.722], [-2.437, -2.638, -6.020], [1.700, 2.491, -0.529], [1.430, 3.532, 0.288], [2.540, -1.935, -4.214], [0.683, -0.724, 3.099], [-1.175, 0.106, 4.590], [2.368, -1.555, 1.560], [0.177, -1.239, -4.431], [4.980, 0.406, 0.748], [0.842, -3.268, -5.500], [-4.189, 1.343, 0.292], [-3.220, 0.897, 0.061], [5.767, 1.015, 1.181], [1.445, 0.161, 5.539], [0.960, -0.820, 5.512], [4.131, -0.230, 2.637], [3.431, -2.524, -4.840], [-1.125, -2.567, 5.241], [1.657, -3.947, -5.707], [0.100, -1.068, 2.338], [-1.050, -1.433, -4.908], [-4.116, 1.233, -2.251], [4.845, 0.306, -0.627], [1.189, 2.301, -1.619], [-0.481, 4.259, 0.673], [-4.473, -0.894, 0.202], [1.461, 1.074, 3.524], [0.679, 5.472, 0.035], [-1.416, -2.528, -5.674]],
  "mulliken_charge": [0.4596, -0.0050, 0.4309, 0.3579, 0.3030, 1.7217, 0.1954, -0.8551, 0.1946, 1.2180, 0.1366, 0.4540, 0.0390, 0.2902, 0.0113, -0.1640, 0.4020, 0.4233, -1.6930, -0.3884, 0.6470, 0.3859, -0.8468, 0.3335, 0.0720, -0.4536, 0.5168, 0.3625, -0.8195, -0.7679, -0.2131, -0.2146, 0.3457, 0.4574, -0.5118, -0.0737, -0.9943, 0.2779, -0.0506, -0.8665, -0.6555, 0.4556, -0.9618, -0.4572, 0.2334, 0.2793, -0.2920, 0.4194, 0.3549, 0.5756, 0.1621, -0.0439, -0.2205, -1.5280, 0.7020, -0.2741, -0.3766, -0.4475, 0.4888, 0.3873, 0.3669, 0.3790, -1.9391, 0.3914, -0.7409, 0.4434, 0.4337, 0.3417, -0.1393, -0.9717, -0.3366, -0.6683, 0.2407, 0.3113, 0.2933, 0.3467, -0.6714]
}

---

# 2
{
  "formula": "C27H35N2ReSi",
  "method": "wB97M-V/def2-TZVPD",
  "multiplicity": 4,
  "total_charge": 3,
  "orbital_gap_ev": [7.539, 6.132],
  "s2": 3.79,
  "e_homo_ha": [-0.6307, -0.6436],
  "molar_mass_g_mol": 601.88,
  "e_lumo_ev": [-9.6218, -11.3822],
  "energy_ha": -1526.10614,
  "species": ["N", "C", "C", "H", "H", "H", "H", "Re", "H", "H", "C", "H", "H", "H", "H", "C", "C", "C", "C", "C", "C", "H", "C", "C", "H", "H", "H", "H", "H", "C", "C", "C", "H", "C", "H", "H", "H", "C", "C", "H", "H", "C", "C", "C", "C", "C", "H", "C", "H", "H", "H", "C", "C", "Si", "H", "H", "H", "H", "H", "H", "H", "N", "H", "C", "C", "H"],
  "coordinates": [[3.761, -0.519, 0.823], [4.325, -1.757, 0.232], [-2.739, -0.733, 0.372], [-5.023, 0.860, 0.414], [-0.511, -2.373, 3.682], [-1.199, -3.178, -0.220], [-3.326, 2.643, 2.997], [-0.571, 0.358, 0.317], [4.604, 0.047, -3.350], [-3.825, -0.608, -1.492], [-1.817, 1.817, -2.302], [5.459, 0.710, 0.896], [3.566, -2.254, -0.368], [5.164, -1.476, -0.400], [0.403, 4.254, -0.259], [3.786, -0.640, -3.180], [2.519, -0.261, 0.714], [-2.203, 3.128, -2.123], [-1.698, -3.009, 0.735], [-0.223, 3.564, -0.812], [-0.569, 1.345, -1.806], [0.183, 1.463, 3.676], [-0.711, 0.869, 3.878], [-3.575, -1.330, -0.720], [4.124, 1.232, 1.952], [-1.606, 2.988, 2.843], [-1.319, -1.180, -2.599], [-4.176, 2.395, 0.494], [-1.740, 5.021, -1.206], [2.873, -2.871, -3.325], [-0.034, -1.808, 2.876], [-1.346, 0.347, 2.618], [-2.448, 1.146, -2.873], [4.675, 0.376, 1.572], [-2.698, -3.435, 0.660], [2.985, -3.913, -3.592], [-3.119, 3.486, -2.576], [3.932, -1.988, -3.494], [0.225, 2.256, -1.048], [-1.169, -3.566, 1.500], [-2.678, 3.239, 1.473], [-1.420, 3.997, -1.355], [-1.066, -0.980, 2.160], [1.497, -1.050, -2.526], [2.577, -0.170, -2.694], [-2.961, 0.618, 0.778], [4.663, -2.407, 1.038], [-2.249, 1.166, 1.891], [-0.435, 0.058, 4.545], [-4.045, 1.381, -0.941], [1.257, 2.021, -0.814], [-1.808, -1.546, 1.076], [-4.095, 1.373, 0.144], [-0.160, -0.462, -2.052], [0.445, -2.520, 2.209], [-1.412, 1.505, 4.412], [0.740, -1.187, 3.319], [-3.096, -2.185, -1.187], [0.824, -3.096, -2.769], [4.871, -2.347, -3.896], [2.464, 0.891, -2.502], [1.374, -0.030, 0.604], [-4.520, -1.674, -0.286], [-2.470, 2.589, 2.319], [1.656, -2.405, -2.851], [5.108, -0.184, 2.399]],
  "lowdin_spin": [0.0626, 0.0100, 0.0156, -0.0005, -0.0003, 0.0014, 0.0029, 2.1863, 0.0000, 0.0001, 0.0876, 0.0017, 0.0003, 0.0019, 0.0017, 0.0004, 0.0996, 0.0234, 0.0044, 0.0643, 0.0371, 0.0041, 0.0138, 0.0045, 0.0003, 0.0006, -0.0014, 0.0001, 0.0013, 0.0004, 0.0016, 0.0513, 0.0028, 0.0094, -0.0003, 0.0000, 0.0000, 0.0053, 0.0071, 0.0007, 0.0008, 0.0479, 0.0104, 0.0108, 0.0047, 0.0100, 0.0019, 0.0444, 0.0011, 0.0004, 0.0084, 0.0125, 0.0026, 0.0597, 0.0001, 0.0020, -0.0002, 0.0006, 0.0002, 0.0002, 0.0005, 0.0604, 0.0011, 0.0116, 0.0037, 0.0021]
}

---

# 3
{
  "formula": "C27H35N3O4S",
  "method": "wB97M-V/def2-TZVPD",
  "multiplicity": 1,
  "orbital_gap_ev": 8.947,
  "e_homo_ha": -0.3112,
  "molar_mass_g_mol": 497.66,
  "smiles": "CC(=O)N1c2ccc(S(=O)(=O)NC[C@H]3CC[C@@H](C(=O)NCc4ccc(C)cc4)CC3)cc2C[C@@H]1C",
  "e_lumo_ev": 0.4781,
  "energy_ha": -1913.35144,
  "species": ["H", "C", "H", "C", "C", "H", "C", "O", "H", "H", "C", "N", "O", "C", "H", "C", "H", "C", "H", "H", "S", "H", "H", "C", "C", "C", "C", "H", "C", "H", "C", "H", "C", "C", "H", "C", "H", "C", "H", "H", "C", "H", "O", "H", "C", "H", "C", "N", "O", "H", "H", "C", "H", "C", "H", "C", "H", "H", "H", "H", "N", "H", "H", "C", "C", "H", "H", "C", "H", "H"],
  "coordinates": [[-0.098, -3.480, -0.549], [1.070, -0.424, -2.544], [0.333, -2.409, -2.931], [-0.597, 1.324, -2.328], [-2.820, 3.492, -0.145], [-2.622, 0.614, -2.515], [0.476, 2.535, 1.456], [-3.771, -1.484, -3.062], [-2.338, 4.133, -0.878], [1.719, -3.288, 1.102], [1.916, 3.054, -2.308], [1.882, 1.693, -2.225], [-2.137, -3.099, -3.975], [-1.709, -2.913, 0.785], [3.866, 1.181, -2.709], [0.511, -2.570, 2.731], [-1.625, -1.058, 1.867], [-1.872, -2.103, 2.072], [0.277, -0.629, 4.362], [4.386, 0.146, -0.532], [-2.525, -2.179, -2.946], [-3.276, 1.969, 2.042], [-0.110, 3.703, -0.231], [0.095, -1.375, -2.736], [-1.297, 1.580, 2.740], [2.561, -0.570, -2.551], [-0.246, -2.868, 0.343], [2.075, 1.243, 3.044], [3.049, 0.814, -2.081], [1.531, 2.688, 1.282], [-2.649, -2.359, -0.290], [2.894, -1.355, -1.874], [-0.957, -2.642, 3.167], [1.002, -1.136, 2.521], [3.158, 4.763, -2.450], [0.728, 0.919, -2.343], [-2.911, -2.145, 2.406], [0.687, -3.376, 1.442], [-3.684, -2.408, 0.068], [2.916, -0.810, -3.556], [-1.810, 2.903, 0.791], [-1.639, 0.995, 3.583], [1.571, -0.768, 1.512], [3.915, 3.435, -1.558], [1.070, 1.112, 3.453], [1.141, -3.006, 3.517], [-1.229, -0.966, -2.705], [0.816, -0.313, 3.574], [0.907, 3.730, -2.334], [-1.990, -3.955, 0.984], [3.722, 1.751, -0.237], [-0.450, 3.104, 0.601], [-1.126, -2.092, 4.096], [3.493, 0.759, -0.620], [0.480, -4.428, 1.647], [3.288, 3.685, -2.409], [1.032, 1.550, 4.453], [3.785, 3.357, -3.320], [-1.909, -3.831, -1.571], [2.708, 0.325, -0.005], [-2.575, -3.077, -1.545], [-0.857, 2.359, -2.199], [-1.207, -3.687, 3.364], [-2.220, 2.134, 1.875], [-1.575, 0.356, -2.507], [0.024, -1.841, 0.093], [-3.353, 2.700, -0.671], [0.066, 1.769, 2.536], [-3.555, 4.078, 0.405], [-2.409, -1.305, -0.473]],
  "nbo_charge": [0.1966, -0.0559, 0.2323, -0.1923, -0.6352, 0.2458, -0.2196, -0.9387, 0.2215, 0.2246, 0.6977, -0.4621, -0.9455, -0.2331, 0.2045, -0.3123, 0.2122, -0.3994, 0.3960, 0.2116, 2.3201, 0.2075, 0.2337, -0.1763, -0.2457, -0.4209, -0.4101, 0.2180, -0.0257, 0.2053, -0.2123, 0.2289, -0.3878, 0.6962, 0.2456, 0.2422, 0.2129, -0.3818, 0.1992, 0.2234, -0.0083, 0.2012, -0.6539, 0.2270, -0.2564, 0.2289, -0.3580, -0.6145, -0.6196, 0.1935, 0.1992, -0.2136, 0.1946, -0.6339, 0.1993, -0.7130, 0.2107, 0.2292, 0.3997, 0.2613, -0.8585, 0.2459, 0.2094, -0.2045, -0.2015, 0.2308, 0.2193, 0.0431, 0.2200, 0.2017]
}